Record 1
Computed, not measured: the molecule CH2N4O2 in a non-equilibrium geometry, with ωB97M-V with the def2-TZVPD basis set.

## Properties
**E_LUMO**: 0.183 eV
**Orbital gap**: 10.458 eV
**DFT total energy**: -11120.4593 eV
**HOMO level**: -0.378 hartree
**Energy above the lowest of the compared OMol25 structures with the same formula, charge and spin**: 305.1 kJ/mol
**Structure (SMILES)**: Nn1onnc1=O

Each line ends with the natural charge from an NBO analysis.
Geometry (Å):
C 0.290 -0.887 0.570  0.667
H -1.931 0.579 -0.010  0.380
H -1.459 0.250 -1.617  0.381
N -1.144 0.617 -0.704  -0.630
N -0.006 0.182 -0.219  -0.026
N 1.964 0.539 0.505  0.179
N 1.594 -0.496 0.996  -0.245
O 1.000 1.118 -0.253  -0.147
O -0.309 -1.903 0.732  -0.559


Record 2
Computed, not measured: a structure of composition C22H39AgNO15PbS in a non-equilibrium geometry, with ωB97M-V with the def2-TZVPD basis set.

## Properties
**E_LUMO (spin up / spin down)**: -1.603 / -3.073 eV
**Orbital gap (spin up / spin down)**: 7.920 / 6.445 eV
**DFT total energy**: -75727.8382 eV
**Multiplicity**: 2
**HOMO level (spin up / spin down)**: -0.350 / -0.350 hartree

Each line ends with the Mulliken spin population.
Geometry (Å):
Pb 14.937 3.229 -8.789  0.008
Ag 12.664 5.970 -9.564  0.000
C 15.262 6.405 -7.263  0.005
O 14.423 5.638 -8.067  0.005
H 14.719 6.939 -6.478  0.001
H 15.933 5.705 -6.752  -0.006
H 15.780 7.173 -7.846  0.000
C 18.506 -0.086 -6.914  0.026
C 17.152 0.218 -7.550  -0.007
C 16.164 -0.880 -7.286  0.012
C 15.504 -0.951 -5.891  -0.013
C 14.848 0.370 -5.644  0.014
C 15.876 1.492 -5.769  -0.014
N 16.486 1.482 -7.105  0.415
O 17.201 2.621 -7.425  0.509
C 16.889 1.459 -4.621  0.026
C 14.954 2.754 -5.578  0.006
C 17.280 0.256 -9.128  0.015
H 19.178 0.768 -6.848  0.000
H 19.062 -0.846 -7.464  0.000
H 18.366 -0.552 -5.939  -0.002
H 16.778 -1.782 -7.377  -0.001
H 15.406 -1.096 -8.040  -0.004
H 16.223 -1.282 -5.141  0.000
H 14.837 -1.803 -6.027  -0.001
H 14.356 0.360 -4.670  0.000
H 14.010 0.454 -6.340  -0.010
H 16.460 1.852 -3.700  -0.001
H 17.769 2.060 -4.849  0.006
H 17.230 0.445 -4.419  0.001
H 14.414 2.736 -4.632  0.000
H 14.201 2.783 -6.363  0.001
H 15.538 3.673 -5.535  -0.001
H 16.308 0.313 -9.618  -0.003
H 17.692 -0.691 -9.484  0.000
H 17.994 0.971 -9.535  0.000
S 14.933 4.325 -11.556  -0.005
O 16.175 4.350 -10.792  0.005
O 14.060 5.362 -11.008  0.000
O 15.178 4.502 -12.979  0.002
O 14.240 3.085 -11.155  -0.001
C 18.041 5.009 -4.580  0.002
C 19.276 4.586 -5.339  0.000
C 19.318 5.015 -6.802  0.009
O 20.565 5.722 -6.894  -0.001
C 21.145 5.841 -5.701  0.000
O 22.078 6.559 -5.449  0.000
O 20.382 5.249 -4.759  0.000
H 17.145 4.489 -4.924  -0.005
H 17.810 6.067 -4.706  0.001
H 18.057 4.757 -3.519  0.001
H 19.339 3.497 -5.290  0.006
H 18.421 5.537 -7.130  0.000
H 19.519 4.140 -7.421  -0.001
C 16.719 7.655 -11.895  0.000
C 16.847 7.282 -10.430  0.000
C 18.131 6.555 -9.975  0.001
O 18.755 7.366 -8.988  0.000
C 18.063 8.506 -8.882  0.000
O 18.374 9.453 -8.208  0.000
O 17.071 8.530 -9.742  0.000
H 17.744 7.879 -12.195  0.000
H 16.120 8.547 -12.076  0.000
H 16.263 6.858 -12.482  0.000
H 15.952 6.730 -10.140  0.000
H 18.808 6.495 -10.829  0.000
H 17.895 5.562 -9.600  0.000
C 17.492 8.575 -4.873  0.000
C 16.527 9.730 -5.147  0.000
C 15.000 9.415 -5.111  0.000
O 14.568 10.011 -3.902  0.000
C 15.511 10.642 -3.255  0.000
O 15.446 11.291 -2.239  0.000
O 16.608 10.628 -4.010  0.000
H 17.052 7.939 -4.104  0.000
H 18.375 9.062 -4.459  0.000
H 17.785 7.983 -5.739  0.000
H 16.679 10.277 -6.075  0.000
H 14.775 8.357 -4.991  0.000
H 14.521 9.892 -5.964  0.000


Record 3
Computed, not measured: a structure of composition C3HCl3O2 in a non-equilibrium geometry, with ωB97M-V with the def2-TZVPD basis set.

## Properties
**E_LUMO (spin up / spin down)**: -0.201 / -0.731 eV
**Orbital gap (spin up / spin down)**: 8.177 / 7.216 eV
**DFT total energy**: -44781.9775 eV
**HOMO level (spin up / spin down)**: -0.308 / -0.292 hartree
**Energy above the lowest of the compared OMol25 structures with the same formula, charge and spin**: 680.0 kJ/mol

Each line ends with the natural charge from an NBO analysis.
Geometry (Å):
C 0.298 0.184 0.356  0.331
C 1.275 0.928 1.776  0.434
C 3.289 -0.087 -0.410  -0.319
O 0.956 -0.357 1.394  -0.523
O 0.730 1.438 0.642  -0.517
Cl 3.628 -1.147 0.889  0.062
Cl 1.839 -0.485 -1.155  0.250
Cl 3.825 1.536 -0.266  0.080
H -0.765 0.050 0.048  0.203


Record 4
Computed, not measured: the molecule C2H4O2S in a non-equilibrium geometry, with ωB97M-V with the def2-TZVPD basis set.

## Properties
**E_LUMO**: 0.708 eV
**Orbital gap**: 10.045 eV
**DFT total energy**: -17066.6145 eV
**HOMO level**: -0.343 hartree
**Energy above the lowest of the compared OMol25 structures with the same formula, charge and spin**: 256.3 kJ/mol
**Structure (SMILES)**: O[C@@]1(S)CO1

Each line ends with the natural charge from an NBO analysis.
Geometry (Å):
C -0.872 -0.808 0.268  -0.138
C 0.147 0.192 -0.314  0.409
O -0.531 -0.630 -1.120  -0.475
O -0.067 1.526 -0.251  -0.703
S 1.952 -0.200 -0.142  -0.100
H -0.574 -1.751 0.607  0.180
H -1.778 -0.583 0.704  0.185
H -0.346 1.944 -0.983  0.487
H 2.069 0.310 1.231  0.155


Record 5
Computed, not measured: the molecule C6H13N3, with ωB97M-V with the def2-TZVPD basis set.

## Properties
**E_LUMO**: 0.809 eV
**Orbital gap**: 7.990 eV
**DFT total energy**: -10900.4392 eV
**HOMO level**: -0.264 hartree
**Energy above the lowest of the compared OMol25 structures with the same formula, charge and spin**: 286.8 kJ/mol

Each line ends with the natural charge from an NBO analysis.
Geometry (Å):
C -0.532 -1.877 -0.755  -0.647
C 1.855 0.713 1.006  -0.650
C -1.232 1.685 0.828  -0.665
C -0.205 -0.483 -0.275  -0.092
C 1.261 -0.025 -0.192  0.274
C -1.285 0.407 0.037  0.446
N 2.207 -1.038 -0.681  -0.861
N -2.535 0.060 -0.357  -0.762
N 0.453 0.550 -1.179  -0.581
H 2.336 -0.911 -1.678  0.376
H 3.106 -0.967 -0.222  0.362
H -2.709 -0.842 -0.769  0.411
H -3.316 0.674 -0.184  0.399
H -1.035 -1.868 -1.730  0.200
H 0.392 -2.440 -0.871  0.262
H -1.166 -2.406 -0.033  0.199
H 2.550 1.485 0.660  0.213
H 1.132 1.208 1.645  0.208
H 2.417 0.040 1.663  0.206
H -1.222 1.465 1.900  0.231
H -0.361 2.271 0.563  0.264
H -2.113 2.299 0.623  0.209